1.
{
  "formula": "C37H54IrNO2",
  "method": "the ωB97M-V functional and the def2-TZVPD basis",
  "symbols": ["Ir", "C", "C", "C", "C", "C", "C", "C", "C", "C", "C", "C", "C", "C", "C", "C", "C", "C", "H", "H", "H", "H", "H", "H", "H", "H", "H", "H", "H", "H", "H", "H", "H", "H", "H", "H", "H", "H", "H", "H", "H", "H", "H", "H", "H", "H", "H", "C", "C", "O", "C", "C", "C", "C", "C", "C", "O", "H", "H", "H", "H", "H", "H", "H", "C", "C", "C", "C", "C", "C", "C", "C", "N", "C", "C", "C", "C", "H", "H", "H", "H", "H", "H", "H", "H", "H", "H", "H", "H", "H", "H", "H", "H", "H", "H"],
  "positions_angstrom": [[0.25, -0.35, 0.47], [-1.20, 0.09, -1.45], [-0.60, -0.76, -2.34], [-0.50, -2.07, -1.67], [-1.05, -1.94, -0.40], [-1.63, -0.59, -0.23], [-2.97, -0.37, 0.45], [-3.36, 1.11, 0.45], [-2.96, -0.91, 1.87], [-4.02, -1.13, -0.39], [0.13, -3.38, -2.11], [-0.50, -3.85, -3.43], [1.65, -3.24, -2.24], [-0.12, -4.48, -1.08], [-0.34, -0.27, -3.78], [0.95, -0.75, -4.45], [-0.31, 1.27, -3.82], [-1.55, -0.70, -4.62], [-1.39, 1.14, -1.60], [-1.27, -2.76, 0.26], [-2.64, 1.73, 0.99], [-4.33, 1.22, 0.94], [-3.47, 1.50, -0.56], [-2.22, -0.40, 2.49], [-2.74, -1.98, 1.89], [-3.95, -0.78, 2.31], [-4.07, -0.74, -1.41], [-5.01, -1.00, 0.06], [-3.80, -2.19, -0.43], [-0.19, -3.27, -4.29], [-1.59, -3.84, -3.38], [-0.19, -4.88, -3.62], [1.97, -2.43, -2.88], [2.05, -4.17, -2.65], [2.09, -3.08, -1.25], [-1.19, -4.72, -0.98], [0.27, -4.21, -0.10], [0.39, -5.39, -1.40], [1.84, -0.44, -3.91], [1.00, -0.30, -5.44], [0.99, -1.83, -4.59], [0.42, 1.70, -3.13], [-1.29, 1.70, -3.59], [-0.05, 1.59, -4.82], [-1.63, -1.78, -4.72], [-1.46, -0.28, -5.62], [-2.48, -0.33, -4.18], [3.71, -3.37, 1.60], [2.68, -2.28, 1.70], [2.16, -1.87, 0.66], [2.31, -1.74, 3.02], [3.18, -1.96, 4.10], [2.90, -1.49, 5.36], [1.71, -0.80, 5.58], [0.83, -0.59, 4.55], [1.11, -1.04, 3.25], [0.10, -0.81, 2.37], [3.72, -3.74, 0.58], [3.51, -4.18, 2.30], [4.69, -2.97, 1.84], [4.09, -2.51, 3.93], [3.60, -1.66, 6.17], [1.48, -0.44, 6.57], [-0.11, -0.08, 4.72], [-2.18, 5.52, -0.17], [-1.55, 4.45, 0.68], [-1.82, 4.35, 2.04], [-1.27, 3.34, 2.82], [-1.61, 3.21, 4.28], [-0.41, 2.43, 2.23], [-0.11, 2.53, 0.87], [-0.68, 3.52, 0.09], [0.72, 1.53, 0.32], [2.10, 1.88, -0.17], [2.18, 3.25, -0.83], [2.61, 0.85, -1.17], [2.98, 1.88, 1.08], [-2.82, 6.17, 0.43], [-2.80, 5.08, -0.96], [-1.42, 6.13, -0.65], [-2.49, 5.07, 2.49], [-2.05, 4.13, 4.67], [-0.73, 2.98, 4.88], [-2.34, 2.41, 4.44], [0.02, 1.62, 2.81], [-0.52, 3.57, -0.98], [1.55, 3.33, -1.72], [3.21, 3.38, -1.15], [1.93, 4.07, -0.15], [2.05, 0.90, -2.10], [2.61, -0.18, -0.81], [3.65, 1.10, -1.38], [2.60, 2.59, 1.82], [4.00, 2.17, 0.84], [3.01, 0.88, 1.55]],
  "mulliken_charge": [2.6814, -1.3082, 0.8533, 0.5729, -1.5189, 0.8863, 2.3346, -1.8407, -1.5851, -1.7478, 2.3033, -1.7591, -1.2752, -2.2096, 1.5308, -1.8738, -2.1168, -1.6293, -0.0705, 0.7394, 0.3128, 0.5518, 0.2560, 0.0859, 0.2913, 0.5416, 0.3092, 0.4646, 0.3119, 0.2266, 0.3584, 0.5366, 0.0859, 0.5668, -0.1188, 0.3793, 0.2370, 0.5049, 0.1648, 0.6107, 0.3329, 0.4313, 0.3991, 0.5614, 0.2612, 0.4709, 0.3014, -2.1549, 0.7668, -0.6110, 0.6991, -0.9000, -1.0116, -0.7135, -0.6125, 0.5109, -0.3078, 0.3429, 0.4722, 0.4319, 0.4170, 0.4195, 0.4553, 0.5103, -1.7107, 0.5600, -1.0347, 0.6709, -1.6559, -0.1193, -0.6439, -0.3414, 1.0469, 1.9479, -1.9944, -1.6646, -1.3986, 0.3934, 0.3478, 0.3525, 0.3732, 0.4093, 0.3541, 0.2930, 0.1844, 0.5548, 0.2284, 0.5611, 0.4110, 0.1219, 0.1240, 0.6158, 0.3081, 0.5081, 0.0795],
  "multiplicity": 2,
  "homo_lumo_gap_ev": [6.55, 6.55],
  "charge": 1,
  "e_above_lowest_kj_mol": 218.2,
  "lumo_energy_ha": [-0.146, -0.153]
}

2.
{
  "formula": "C37H55BF32NO5S",
  "method": "the ωB97M-V functional and the def2-TZVPD basis",
  "symbols": ["C", "O", "C", "C", "C", "C", "C", "C", "C", "C", "C", "C", "C", "B", "S", "C", "C", "C", "C", "C", "N", "H", "H", "H", "H", "H", "H", "H", "H", "H", "H", "H", "H", "H", "H", "H", "H", "H", "H", "H", "H", "H", "H", "H", "H", "H", "H", "H", "H", "H", "H", "H", "H", "H", "H", "H", "H", "H", "H", "H", "C", "C", "C", "F", "F", "F", "F", "O", "C", "C", "F", "F", "F", "F", "H", "H", "H", "H", "C", "C", "C", "F", "F", "F", "F", "O", "C", "C", "F", "F", "F", "F", "H", "H", "H", "H", "C", "C", "C", "F", "F", "F", "F", "O", "C", "C", "F", "F", "F", "F", "H", "H", "H", "H", "C", "C", "C", "F", "F", "F", "F", "O", "C", "C", "F", "F", "F", "F", "H", "H", "H", "H"],
  "positions_angstrom": [[8.62, 1.51, 4.98], [9.17, 1.25, 3.70], [9.92, 0.07, 3.60], [9.18, -1.06, 2.93], [8.63, -0.65, 1.58], [7.48, -1.51, 1.09], [7.61, -3.00, 1.39], [6.68, -3.47, 2.49], [5.26, -3.63, 1.99], [4.27, -3.87, 3.15], [3.21, -2.77, 3.14], [2.42, -2.76, 4.42], [1.21, -1.84, 4.40], [1.52, -0.27, 4.83], [-0.18, 0.62, 4.94], [2.57, 0.41, 3.75], [2.50, 1.93, 3.63], [2.04, 2.38, 2.25], [3.11, 2.07, 1.18], [2.72, 1.01, 0.17], [3.65, -0.14, 0.20], [8.98, 0.84, 5.74], [7.54, 1.46, 4.93], [8.88, 2.52, 5.25], [10.32, -0.27, 4.55], [10.77, 0.30, 2.98], [8.38, -1.42, 3.55], [9.89, -1.85, 2.81], [9.42, -0.68, 0.86], [8.28, 0.37, 1.65], [6.54, -1.17, 1.49], [7.39, -1.39, 0.03], [7.35, -3.57, 0.51], [8.62, -3.29, 1.64], [7.01, -4.43, 2.83], [6.66, -2.77, 3.30], [5.18, -4.45, 1.29], [4.98, -2.72, 1.48], [4.83, -3.83, 4.07], [3.78, -4.81, 2.99], [2.54, -2.93, 2.32], [3.74, -1.85, 3.02], [3.05, -2.57, 5.27], [2.07, -3.78, 4.55], [0.47, -2.23, 5.08], [0.74, -1.84, 3.42], [2.05, -0.29, 5.94], [-0.78, 0.38, 3.77], [2.39, -0.03, 2.77], [3.57, 0.14, 4.05], [3.51, 2.32, 3.73], [1.92, 2.39, 4.41], [1.81, 3.43, 2.24], [1.16, 1.80, 2.01], [3.99, 1.77, 1.71], [3.36, 2.99, 0.68], [2.77, 1.46, -0.82], [1.73, 0.62, 0.35], [3.68, -0.55, -0.72], [4.57, 0.19, 0.45], [-1.65, -2.55, -2.20], [-3.12, -2.27, -2.55], [-3.47, -0.87, -3.04], [-3.20, 0.06, -2.11], [-4.80, -0.82, -3.32], [-3.91, -2.60, -1.50], [-3.44, -3.12, -3.58], [-1.31, -2.47, -0.84], [-0.98, -1.26, -0.29], [-1.98, -0.87, 0.80], [-3.23, -0.79, 0.29], [-1.65, 0.34, 1.29], [-0.88, -0.30, -1.24], [0.22, -1.39, 0.29], [-1.48, -3.59, -2.46], [-0.97, -1.96, -2.82], [-2.91, -0.63, -3.96], [-1.97, -1.60, 1.61], [-7.49, -0.72, -6.51], [-6.32, 0.28, -6.55], [-6.58, 1.66, -5.95], [-7.56, 2.31, -6.63], [-5.45, 2.40, -6.07], [-5.87, 0.40, -7.82], [-5.33, -0.27, -5.80], [-8.24, -0.85, -7.70], [-9.27, 0.01, -7.94], [-8.97, 0.88, -9.16], [-7.84, 1.58, -8.94], [-9.99, 1.75, -9.35], [-9.55, 0.77, -6.86], [-10.37, -0.73, -8.21], [-7.02, -1.70, -6.38], [-8.13, -0.58, -5.64], [-6.85, 1.59, -4.90], [-8.85, 0.26, -10.05], [-6.56, 4.71, -9.59], [-5.39, 3.85, -10.11], [-4.13, 3.82, -9.25], [-3.59, 5.05, -9.14], [-3.22, 3.01, -9.84], [-5.09, 4.22, -11.37], [-5.85, 2.57, -10.15], [-6.68, 6.00, -10.15], [-5.97, 7.04, -9.63], [-4.99, 7.60, -10.66], [-4.12, 6.64, -11.05], [-4.29, 8.61, -10.10], [-5.36, 6.70, -8.49], [-6.85, 8.03, -9.35], [-7.46, 4.19, -9.91], [-6.59, 4.74, -8.50], [-4.35, 3.43, -8.25], [-5.53, 7.97, -11.54], [-0.56, -1.21, 8.20], [-1.64, -0.57, 9.10], [-1.30, -0.42, 10.57], [-1.07, -1.61, 11.16], [-2.34, 0.17, 11.22], [-2.81, -1.25, 8.97], [-1.85, 0.69, 8.63], [-0.72, -2.59, 7.93], [-0.24, -3.51, 8.80], [-1.38, -4.35, 9.37], [-2.26, -3.58, 10.03], [-0.87, -5.25, 10.26], [0.50, -2.96, 9.78], [0.56, -4.35, 8.11], [-0.66, -0.73, 7.23], [0.44, -0.97, 8.55], [-0.41, 0.22, 10.70], [-1.89, -4.88, 8.57]],
  "mulliken_charge": [-0.6766, -0.3556, -0.9995, -0.0846, -0.7832, -0.3786, -0.9782, -0.6451, -0.5339, -1.0726, 0.5759, -0.8879, -0.6418, 0.7545, -0.3947, -0.0647, -1.4744, -0.5364, -0.7958, -0.4209, -0.3235, 0.3507, 0.2045, 0.2241, 0.4938, 0.3922, 0.1444, 0.3227, 0.2343, 0.4566, 0.0582, 0.3551, 0.4832, 0.4451, 0.2929, 0.3264, 0.4279, 0.2133, 0.4541, 0.4017, -0.0525, 0.0516, 0.2898, 0.3744, 0.1282, 0.0056, -0.3196, -0.0899, 0.0578, 0.1798, 0.4161, 0.3163, 0.5318, 0.0668, 0.4423, 0.4910, 0.4627, -0.0753, 0.2339, 0.0994, -0.7857, 0.8649, 0.1292, -0.2155, -0.2577, -0.2786, -0.3404, -0.3686, 0.5609, 0.3287, -0.2489, -0.2392, -0.3166, -0.2102, 0.4430, 0.3227, 0.3146, 0.2912, -0.8004, 0.8182, 0.1560, -0.2191, -0.2754, -0.2135, -0.2750, -0.4075, 0.7397, 0.0949, -0.1179, -0.2932, -0.2757, -0.3113, 0.4358, 0.3329, 0.3001, 0.2934, -0.6564, 0.9049, 0.2995, -0.2424, -0.2779, -0.2979, -0.2521, -0.4511, 0.7699, 0.1881, -0.2162, -0.2607, -0.2759, -0.3134, 0.2807, 0.4560, 0.0986, 0.2498, 0.1369, 0.7914, 0.1040, -0.2256, -0.2889, -0.2959, -0.3221, -0.4296, 0.8167, 0.1963, -0.2201, -0.2843, -0.2988, -0.2976, -0.4261, 0.3677, 0.2885, 0.2345],
  "multiplicity": 1,
  "homo_lumo_gap_ev": 5.85,
  "charge": -1,
  "lumo_energy_ha": 0.055
}